Entry 1:
The following is a quantum chemistry calculation of C16H24N3O3ReSe2Te2 as an isolated structure, from OMol25.

## Properties
Charge: -1
⟨S²⟩: 0.761
2S+1: 2
Gap between HOMO and LUMO (spin up / spin down) in eV: 6.306 / 6.603
Relative energy (zero: lowest compared OMol25 entry of this formula, charge and spin) in eV: 0.452
Lowest unoccupied orbital energy (spin up / spin down) in hartree: 0.0831 / 0.0827
HOMO energy (spin up / spin down) in eV: -4.043 / -4.352

Last column: Mulliken charge in e.
Atoms and positions in Å:
Re  0.9420  -1.0039  0.2443  0.68
N  0.9987  1.2823  -2.7794  -0.46
C  1.7628  0.0565  -3.0047  0.12
C  2.9535  -0.0453  -2.0586  0.08
O  4.0922  0.0737  -2.5265  -0.77
N  2.6844  -0.2300  -0.7585  0.08
C  3.8693  -0.3125  0.0732  -0.52
C  3.4533  -0.1412  1.5265  0.40
O  4.1537  0.3588  2.3833  -0.73
O  2.2639  -0.6224  1.7444  -0.53
H  0.1442  1.2648  -3.3243  0.18
H  1.5369  2.0810  -3.0961  0.23
H  2.1767  -0.0206  -4.0175  0.38
H  1.1136  -0.8033  -2.8334  -0.17
H  4.6138  0.4256  -0.2238  0.42
H  4.3329  -1.3070  -0.0177  0.26
Se  -0.2232  -2.0814  2.2564  -0.31
Te  0.5176  -5.1477  0.1813  -0.31
Te  0.9696  -4.2477  2.6467  -0.13
Se  1.5833  -3.0549  -0.8678  -0.16
C  -2.8559  1.4340  3.5558  -1.70
C  -1.8177  1.4332  2.4708  0.83
C  -0.6983  2.2680  2.5599  -1.09
C  0.2748  2.2757  1.5846  0.22
C  1.4930  3.1407  1.6832  -1.45
C  0.1190  1.4387  0.4724  -0.24
C  -0.9365  0.5097  0.4296  -0.41
C  -1.9328  0.5479  1.4201  -0.44
N  -0.7537  -0.5555  -0.5013  1.31
C  -1.9089  -1.1398  -1.2460  1.48
C  -1.3992  -1.6795  -2.5788  -1.66
C  -2.9372  -0.0399  -1.5411  -1.71
C  -2.5375  -2.2935  -0.4653  -1.16
H  -2.5975  2.1348  4.3478  0.38
H  -2.9423  0.4405  3.9974  0.34
H  -3.8367  1.7089  3.1629  0.32
H  -0.5950  2.9172  3.4212  0.23
H  1.4686  3.7573  2.5803  0.38
H  1.5793  3.7947  0.8133  0.33
H  2.3870  2.5152  1.7215  0.22
H  0.7593  1.5433  -0.3958  0.67
H  -2.7396  -0.1681  1.4145  0.47
H  -1.0521  -0.8664  -3.2144  0.28
H  -2.2196  -2.1831  -3.0922  0.56
H  -0.5922  -2.3962  -2.4270  0.22
H  -2.4289  0.8836  -1.8239  0.34
H  -3.5876  0.1738  -0.6941  0.33
H  -3.5687  -0.3501  -2.3752  0.51
H  -1.8167  -3.1005  -0.3340  0.02
H  -3.3978  -2.6691  -1.0218  0.48
H  -2.8679  -2.0000  0.5281  0.20

Entry 2:
The following is a quantum chemistry calculation of a 5-piece molecular cluster, C20H25F15O10 overall, from OMol25.

## Properties
Charge: -1
⟨S²⟩: 0.753
2S+1: 2
Gap between HOMO and LUMO (spin up / spin down) in eV: 2.452 / 7.105
Relative energy (zero: lowest compared OMol25 entry of this formula, charge and spin) in eV: 0.000
Lowest unoccupied orbital energy (spin up / spin down) in hartree: 0.0848 / 0.0838
HOMO energy (spin up / spin down) in eV: -0.145 / -4.826

Last column: Mulliken charge in e.
Atoms and positions in Å:
C  1.3281  2.6981  -1.5447  -1.15
C  0.6240  1.6567  -2.3921  -0.13
O  1.4331  0.5559  -2.4376  -0.06
C  2.2329  0.5006  -3.4820  0.23
O  2.2648  1.2798  -4.4656  -0.58
C  3.2129  -0.6636  -3.5212  0.85
F  3.2396  -1.4369  -2.3918  -0.18
F  2.8409  -1.4721  -4.4814  -0.26
F  4.4872  -0.2383  -3.7634  -0.28
H  2.3426  2.7945  -1.9314  0.35
H  1.3585  2.3505  -0.5121  0.15
H  0.8675  3.6853  -1.5069  0.31
H  0.2665  2.1094  -3.3170  0.32
H  -0.2975  1.3547  -1.8944  0.27
C  -1.1170  5.2543  1.3268  -0.78
C  -2.2675  4.7777  2.1949  -0.23
O  -2.9792  5.7949  2.8176  -0.28
C  -3.7495  6.7112  2.1627  0.37
O  -3.5399  6.9607  1.0421  -0.47
C  -4.7600  7.4931  3.0405  0.80
F  -4.4811  8.7289  3.2529  -0.23
F  -5.9521  7.3135  2.4940  -0.25
F  -4.8508  6.9775  4.3216  -0.27
H  -0.6047  4.4215  0.8449  0.11
H  -0.4185  5.7551  1.9971  0.30
H  -1.3356  5.9066  0.4813  0.37
H  -1.9800  4.0214  2.9253  0.25
H  -3.0311  4.3137  1.5707  0.29
C  2.9726  -8.5917  2.5572  -1.18
C  2.7659  -7.2161  1.9881  -0.17
O  1.3855  -6.8696  2.1079  -0.24
C  1.0374  -5.5507  1.9365  0.31
O  1.8182  -4.6420  1.5457  -0.49
C  -0.4519  -5.2354  2.3165  0.86
F  -0.4982  -4.5665  3.4647  -0.21
F  -0.9959  -4.4471  1.3558  -0.19
F  -1.1442  -6.4078  2.3124  -0.25
H  2.4151  -8.6488  3.4921  0.30
H  3.9705  -9.0117  2.6829  0.37
H  2.5867  -9.3981  1.9336  0.31
H  2.9091  -7.3185  0.9124  0.23
H  3.4461  -6.4806  2.4176  0.35
C  -1.8087  1.3052  -4.6671  -0.98
C  -2.7695  1.0364  -3.5439  -0.38
O  -2.3799  -0.0850  -2.7300  -0.25
C  -2.2829  -1.3066  -3.2498  0.29
O  -2.5997  -1.6561  -4.3743  -0.56
C  -1.9125  -2.3167  -2.1343  0.94
F  -1.6650  -3.4693  -2.6797  -0.24
F  -0.8365  -1.8602  -1.4518  -0.18
F  -2.9230  -2.4399  -1.2616  -0.26
H  -2.1070  0.8204  -5.5967  0.37
H  -0.8058  0.9419  -4.4430  0.14
H  -1.7125  2.3569  -4.9368  0.35
H  -3.7338  0.8172  -4.0023  0.39
H  -2.8116  1.8917  -2.8695  0.40
C  3.3184  -1.2952  1.0890  -1.39
C  1.8404  -1.0269  0.6579  0.57
O  1.3447  0.1623  1.2011  -0.16
C  0.7790  0.2675  2.4954  -0.33
O  0.4825  -0.6659  3.2842  -0.82
C  0.3692  1.6921  2.7351  1.09
F  -0.8370  1.9347  2.1539  -0.25
F  0.3178  1.9264  4.0095  -0.27
F  1.3044  2.5935  2.3189  -0.28
H  3.4357  -1.4105  2.1665  0.36
H  3.9973  -0.5022  0.7752  0.34
H  3.6742  -2.1905  0.5791  0.36
H  1.2462  -1.8585  1.0365  0.08
H  1.7243  -0.8825  -0.4163  -0.14

Entry 3:
The following is a quantum chemistry calculation of one molecule with the formula C21H25N5O5S, from OMol25.

## Properties
2S+1: 1
SMILES: CCCCCOC(=O)Cn1c(SCC(=O)Nc2ccccc2)nc2c1c(=O)[nH]c(=O)n2C
Gap between HOMO and LUMO in eV: 8.921
Relative energy (zero: lowest compared OMol25 entry of this formula, charge and spin) in eV: 0.111
Lowest unoccupied orbital energy in hartree: 0.0162
HOMO energy in eV: -8.482

Last column: Mulliken charge in e.
Atoms and positions in Å:
C  -0.8432  -4.0284  6.7947  -1.23
C  -1.2537  -2.8098  5.9757  -0.38
C  -0.4013  -2.6168  4.7204  -0.56
C  -0.6317  -3.6751  3.6406  -0.43
C  -2.0027  -3.5519  2.9624  -0.59
O  -1.8692  -3.2516  1.5642  -0.37
C  -1.6118  -2.0014  1.2397  0.63
O  -1.5604  -1.0631  1.9870  -0.58
C  -1.4038  -1.8707  -0.2788  -0.88
N  -0.6619  -0.6742  -0.5377  0.13
C  -1.0415  0.4503  -1.1780  -0.02
S  -2.5485  0.5738  -2.0263  -0.20
C  -2.6213  2.3689  -2.3448  -0.89
C  -1.9478  2.7664  -3.6613  0.78
O  -2.6001  3.1369  -4.6103  -0.64
N  -0.6030  2.6545  -3.5989  0.12
C  0.3367  2.8801  -4.6096  0.54
C  1.6484  2.4769  -4.3662  -0.30
C  2.6297  2.6826  -5.3160  -0.75
C  2.3143  3.2905  -6.5201  -0.46
C  1.0104  3.6854  -6.7659  -0.62
C  0.0199  3.4862  -5.8211  -0.39
N  -0.1369  1.4210  -1.0959  -0.47
C  0.8582  0.9097  -0.3341  0.82
C  0.5664  -0.3946  0.0280  0.16
C  1.4320  -1.1723  0.8582  -0.03
O  1.2863  -2.3149  1.2404  -0.67
N  2.5523  -0.4188  1.2022  0.00
C  2.8904  0.8809  0.8694  0.47
O  3.9098  1.3904  1.2684  -0.66
N  1.9951  1.5463  0.0524  -0.01
C  2.2414  2.9225  -0.3203  -0.97
H  -1.0045  -4.9484  6.2389  0.31
H  -1.4275  -4.0816  7.7104  0.38
H  0.2092  -3.9690  7.0631  0.29
H  -2.3068  -2.8983  5.7008  0.24
H  -1.1521  -1.9190  6.5995  0.35
H  0.6524  -2.6382  5.0056  0.40
H  -0.6083  -1.6350  4.2907  0.23
H  0.1319  -3.5554  2.8695  0.22
H  -0.5167  -4.6720  4.0641  0.41
H  -2.5585  -4.4899  2.9821  0.28
H  -2.5970  -2.7603  3.4285  0.43
H  -2.3728  -1.8155  -0.7808  0.46
H  -0.8553  -2.7483  -0.6304  0.29
H  -2.1647  2.8648  -1.4900  0.37
H  -3.6829  2.6051  -2.4079  0.43
H  -0.2201  2.3104  -2.7143  0.12
H  1.8882  1.9905  -3.4305  0.39
H  3.6429  2.3657  -5.1165  0.39
H  3.0813  3.4520  -7.2622  0.38
H  0.7578  4.1568  -7.7039  0.38
H  -0.9943  3.7915  -6.0159  0.47
H  3.2242  -0.8780  1.8078  0.25
H  3.0865  3.2772  0.2664  0.40
H  1.3552  3.5200  -0.1109  0.31
H  2.4795  2.9950  -1.3822  0.26

Entry 4:
The following is a quantum chemistry calculation of one molecule with the formula C3H8N2OS, from OMol25.

## Properties
2S+1: 1
SMILES: [H]/N=C\N(S)CCO
Gap between HOMO and LUMO in eV: 9.437
Relative energy (zero: lowest compared OMol25 entry of this formula, charge and spin) in eV: 2.242
Lowest unoccupied orbital energy in hartree: 0.0219
HOMO energy in eV: -8.842

Last column: Mulliken charge in e.
Atoms and positions in Å:
H  0.8618  -0.4915  2.9951  0.23
N  1.1631  0.4795  2.7383  -0.67
C  0.5538  0.9104  1.7008  0.29
N  -0.3692  0.2373  0.8929  -0.13
S  -1.0301  -1.2706  1.2076  -0.22
C  -0.5386  0.6898  -0.5133  -0.62
C  0.2527  -0.0868  -1.5789  -0.51
O  -0.0932  -1.4776  -1.8142  -0.51
H  0.7005  1.9022  1.3059  0.29
H  -0.3165  -2.0271  0.2618  0.19
H  -0.1681  1.7142  -0.5418  0.31
H  -1.5855  0.5720  -0.7131  0.36
H  0.2575  0.3986  -2.5323  0.40
H  1.2943  -0.0466  -1.2202  0.28
H  -0.9826  -1.5038  -2.1887  0.32

Entry 5:
The following is a quantum chemistry calculation of a 2-piece molecular cluster, C3H9NO2S overall, from OMol25.

## Properties
2S+1: 1
SMILES: O=CNCCS.O
Gap between HOMO and LUMO in eV: 10.371
Relative energy (zero: lowest compared OMol25 entry of this formula, charge and spin) in eV: 2.415
Lowest unoccupied orbital energy in hartree: 0.0260
HOMO energy in eV: -9.664

Last column: Mulliken charge in e.
Atoms and positions in Å:
O  1.3191  -2.0982  -0.8011  -0.49
C  0.2154  -1.7250  -0.6453  0.08
N  -0.0833  -0.3988  -0.7305  -0.07
C  -1.3797  0.0870  -0.2140  -0.69
C  -1.3755  1.6337  0.1117  -0.68
S  -0.1567  2.2406  1.3914  -0.14
H  -0.6888  -2.4660  -0.2893  0.25
H  0.3115  0.2616  -1.3001  0.21
H  -1.5410  -0.3201  0.7828  0.41
H  -2.1635  -0.1707  -0.9622  0.34
H  -2.3808  1.7810  0.3406  0.39
H  -1.0725  2.0413  -0.8522  0.35
H  0.9285  1.5182  1.1657  0.03
O  2.8923  -0.7452  0.8889  -0.61
H  3.1040  -1.3812  0.2762  0.31
H  2.0710  -0.2582  0.8373  0.30

What did the third record say?
The following is a quantum chemistry calculation of one molecule with the formula C21H25N5O5S, from OMol25.

## Properties
2S+1: 1
SMILES: CCCCCOC(=O)Cn1c(SCC(=O)Nc2ccccc2)nc2c1c(=O)[nH]c(=O)n2C
Gap between HOMO and LUMO in eV: 8.921
Relative energy (zero: lowest compared OMol25 entry of this formula, charge and spin) in eV: 0.111
Lowest unoccupied orbital energy in hartree: 0.0162
HOMO energy in eV: -8.482

Last column: Mulliken charge in e.
Atoms and positions in Å:
C  -0.8432  -4.0284  6.7947  -1.23
C  -1.2537  -2.8098  5.9757  -0.38
C  -0.4013  -2.6168  4.7204  -0.56
C  -0.6317  -3.6751  3.6406  -0.43
C  -2.0027  -3.5519  2.9624  -0.59
O  -1.8692  -3.2516  1.5642  -0.37
C  -1.6118  -2.0014  1.2397  0.63
O  -1.5604  -1.0631  1.9870  -0.58
C  -1.4038  -1.8707  -0.2788  -0.88
N  -0.6619  -0.6742  -0.5377  0.13
C  -1.0415  0.4503  -1.1780  -0.02
S  -2.5485  0.5738  -2.0263  -0.20
C  -2.6213  2.3689  -2.3448  -0.89
C  -1.9478  2.7664  -3.6613  0.78
O  -2.6001  3.1369  -4.6103  -0.64
N  -0.6030  2.6545  -3.5989  0.12
C  0.3367  2.8801  -4.6096  0.54
C  1.6484  2.4769  -4.3662  -0.30
C  2.6297  2.6826  -5.3160  -0.75
C  2.3143  3.2905  -6.5201  -0.46
C  1.0104  3.6854  -6.7659  -0.62
C  0.0199  3.4862  -5.8211  -0.39
N  -0.1369  1.4210  -1.0959  -0.47
C  0.8582  0.9097  -0.3341  0.82
C  0.5664  -0.3946  0.0280  0.16
C  1.4320  -1.1723  0.8582  -0.03
O  1.2863  -2.3149  1.2404  -0.67
N  2.5523  -0.4188  1.2022  0.00
C  2.8904  0.8809  0.8694  0.47
O  3.9098  1.3904  1.2684  -0.66
N  1.9951  1.5463  0.0524  -0.01
C  2.2414  2.9225  -0.3203  -0.97
H  -1.0045  -4.9484  6.2389  0.31
H  -1.4275  -4.0816  7.7104  0.38
H  0.2092  -3.9690  7.0631  0.29
H  -2.3068  -2.8983  5.7008  0.24
H  -1.1521  -1.9190  6.5995  0.35
H  0.6524  -2.6382  5.0056  0.40
H  -0.6083  -1.6350  4.2907  0.23
H  0.1319  -3.5554  2.8695  0.22
H  -0.5167  -4.6720  4.0641  0.41
H  -2.5585  -4.4899  2.9821  0.28
H  -2.5970  -2.7603  3.4285  0.43
H  -2.3728  -1.8155  -0.7808  0.46
H  -0.8553  -2.7483  -0.6304  0.29
H  -2.1647  2.8648  -1.4900  0.37
H  -3.6829  2.6051  -2.4079  0.43
H  -0.2201  2.3104  -2.7143  0.12
H  1.8882  1.9905  -3.4305  0.39
H  3.6429  2.3657  -5.1165  0.39
H  3.0813  3.4520  -7.2622  0.38
H  0.7578  4.1568  -7.7039  0.38
H  -0.9943  3.7915  -6.0159  0.47
H  3.2242  -0.8780  1.8078  0.25
H  3.0865  3.2772  0.2664  0.40
H  1.3552  3.5200  -0.1109  0.31
H  2.4795  2.9950  -1.3822  0.26